Entry 1:
{"formula": "C38H36IIrN6O3P", "method": "wB97M-V/def2-TZVPD", "species": ["H", "C", "H", "C", "H", "C", "H", "N", "C", "O", "C", "C", "C", "C", "N", "H", "H", "H", "C", "H", "C", "C", "C", "H", "H", "H", "C", "C", "H", "N", "N", "C", "H", "H", "C", "C", "H", "H", "H", "H", "C", "H", "C", "O", "C", "H", "H", "H", "C", "C", "C", "N", "H", "C", "C", "O", "C", "P", "H", "Ir", "C", "H", "C", "N", "C", "I", "C", "H", "H", "C", "H", "C", "H", "H", "H", "C", "H", "C", "H", "H", "H", "C", "C", "C", "H", "C"], "xyz": [[-0.5251, -4.3965, -5.0416], [0.9326, -1.6768, 1.9994], [1.8638, -3.0876, 4.9201], [-1.6008, -4.2630, -0.5993], [2.2856, 1.4999, 3.3140], [-2.4778, -3.5870, -4.6736], [-2.7568, 2.5091, 4.1176], [5.0788, 0.5657, -2.8494], [3.8720, 0.9104, -0.8349], [-1.1218, 3.4685, 3.0110], [3.8986, 0.5634, -3.4898], [-1.3761, -2.0739, 0.3715], [5.0644, 0.7421, -1.5574], [0.0853, 4.5197, -0.1763], [-0.2228, 2.4656, 1.2386], [0.3899, 5.5647, -0.0536], [-2.1460, -2.1702, 2.7846], [-2.0092, 5.0780, 0.0145], [0.2919, 3.8331, 1.1858], [-0.5172, 1.6423, -3.7410], [-0.9702, 2.3436, 2.2845], [-3.4886, -2.7862, -0.5409], [-0.4862, -0.7521, -2.2791], [1.7700, 0.7326, -3.3379], [-3.1459, -0.8630, 0.3352], [-4.1188, 0.7613, 5.1651], [-1.5157, -0.1579, 2.4341], [-2.5905, -1.6557, -3.2636], [-1.4538, 4.8860, -1.6374], [4.2969, 1.3573, 2.6055], [2.6705, 0.8969, -1.4873], [-2.6297, 1.4818, 3.8162], [2.0931, -1.6861, 0.2002], [-1.1668, -5.2168, -0.8587], [-1.1949, -1.6850, -3.1169], [0.8776, -2.0557, 3.3338], [3.8385, -3.6720, 3.5591], [2.0428, 4.0221, -0.9721], [-1.7362, 3.4551, -0.6321], [-4.5302, -2.5941, -0.7528], [-1.3924, 1.2874, -3.1894], [0.8091, 4.2939, -2.2043], [-1.0959, -3.6360, -4.5328], [-0.9761, 0.5214, -2.0649], [-3.2247, -2.6169, -4.0177], [0.7951, 2.7875, -1.2654], [4.8760, 1.4437, 3.4269], [0.2097, -3.5133, 0.2565], [-3.2095, -0.8250, 4.0453], [-1.3712, 4.4800, -0.6318], [3.0914, -2.7219, 1.7915], [2.6312, 1.2163, 1.2330], [-1.1724, 5.2548, 2.0176], [-0.4348, 4.5227, 2.3573], [1.9209, -2.7793, 3.8873], [0.5476, -1.0287, -1.6606], [2.9623, 1.3735, 2.4933], [-0.3754, -0.7515, 1.1379], [3.9491, -2.9770, 1.1876], [0.7612, 0.9408, -0.1716], [-2.7134, -1.8187, 0.0703], [-3.1702, -0.9187, -2.7294], [-2.2805, -1.1368, 3.0715], [4.8645, 1.1802, 1.4070], [-3.3896, 0.5011, 4.4139], [-3.4741, -5.0273, -5.8553], [3.8342, 1.0960, 0.5757], [1.3724, 3.7888, 1.3753], [0.0244, -1.7851, 3.9377], [3.0266, -3.1124, 3.1210], [6.0090, 0.7505, -1.0351], [-1.6886, 1.1895, 2.8124], [-3.5333, -4.7610, -1.3680], [3.9241, 0.4211, -4.5584], [-4.2995, -2.6304, -4.0959], [-2.9312, -4.0082, -0.8826], [-2.0303, 0.7188, -3.8631], [0.9938, 3.8746, -1.2183], [0.2417, 4.9982, 3.0697], [-1.9421, 2.1427, -2.8026], [-3.7835, -1.6091, 4.5138], [-0.8227, -3.3030, 0.0244], [2.0517, -2.0041, 1.2332], [-0.4640, -2.7129, -3.7330], [0.6000, -2.7574, -3.5644], [2.7116, 0.7330, -2.8076]], "mulliken_charge": [0.410, 0.844, 0.452, -0.967, 0.612, -0.265, 0.527, -0.582, 0.147, -0.478, -0.384, 0.363, -0.633, 0.251, -0.096, 0.393, 0.750, 0.378, -0.290, 0.268, 0.405, -1.083, -0.679, 0.126, 0.535, 0.455, 0.418, -0.295, 0.478, 0.118, 0.107, -0.815, 0.609, 0.455, 0.900, -0.956, 0.424, 0.351, 0.121, 0.441, -0.958, 0.542, -0.534, -0.070, -0.846, -0.533, 0.215, 0.360, -0.918, -1.394, -0.737, -0.409, 0.318, -0.560, -0.719, -0.625, -0.736, 1.507, 0.484, 4.707, -0.339, 0.648, -0.726, -0.733, -0.839, 0.060, 0.255, 0.415, 0.410, -0.882, 0.512, -0.654, 0.457, 0.426, 0.413, -0.392, 0.526, -0.573, 0.299, 0.162, 0.470, -0.437, -0.732, -0.748, 0.419, -0.325], "fmax_ev_per_a": 3.62, "gap_ev": [3.34, 5.95], "total_charge": 1, "mol_weight_g_mol": 974.840, "e_tot_ev": -75293.5162, "multiplicity": 5, "homo_ha": [-0.24384, -0.35975]}

Entry 2:
{"formula": "C3H6N2O4", "method": "wB97M-V/def2-TZVPD", "species": ["H", "H", "N", "O", "O", "C", "O", "H", "H", "H", "O", "H", "N", "C", "C"], "xyz": [[0.6056, -1.5492, 1.9565], [-0.4039, 2.2559, -1.3006], [-0.3056, 1.1320, 1.3544], [1.6343, -0.5082, 0.1895], [0.1436, -1.9014, 1.1844], [0.3755, -1.0826, 0.1079], [-1.9874, 0.0821, 0.2413], [2.0701, -0.6161, -0.6668], [-0.9309, 1.6956, 1.9129], [-0.4836, -1.0358, -1.6548], [0.0975, -1.6646, -1.0363], [0.6876, 1.2280, 1.4795], [-0.3499, 0.4070, -2.4854], [-0.3423, 1.2648, -1.6984], [-0.8105, 0.2923, 0.4158]], "nbo_charge": [0.483, 0.257, -0.857, -0.762, -0.684, 0.746, -0.604, 0.499, 0.398, 0.522, -0.720, 0.411, -0.355, 0.124, 0.542], "smiles": "NC(=O)C(O)(O)O.C#N", "fmax_ev_per_a": 4.03, "gap_ev": 9.16, "mol_weight_g_mol": 134.091, "e_tot_ev": -14376.7212, "homo_ha": -0.32761}

Entry 3:
{"formula": "C47H52BrLiN8P2Te", "method": "wB97M-V/def2-TZVPD", "species": ["C", "H", "C", "H", "C", "H", "C", "H", "H", "C", "H", "C", "H", "H", "C", "C", "H", "N", "H", "H", "C", "H", "C", "H", "C", "H", "C", "H", "H", "N", "H", "H", "Li", "C", "H", "H", "H", "H", "C", "H", "N", "H", "C", "H", "C", "C", "H", "C", "H", "C", "C", "C", "P", "Te", "H", "N", "C", "H", "H", "C", "C", "C", "C", "H", "H", "P", "C", "H", "C", "H", "H", "C", "Br", "H", "C", "C", "C", "C", "H", "H", "N", "H", "C", "H", "C", "H", "H", "H", "N", "C", "H", "H", "H", "N", "H", "C", "C", "C", "H", "C", "C", "C", "H", "C", "C", "C", "H", "C", "N", "H", "H", "C"], "xyz": [[2.6206, -2.0700, -2.3458], [4.3757, 1.9301, 5.0514], [1.8103, 0.2015, 1.1645], [-4.3532, -5.0281, -1.1244], [5.8496, 1.2445, -1.4107], [-5.5810, -1.7908, -1.6369], [-1.9696, -1.5005, 2.0229], [2.2316, -1.3929, -3.1013], [-4.1594, -0.6929, -2.5705], [0.2124, 1.5537, -3.8792], [-1.8293, 3.8648, 4.3580], [3.4576, 0.9756, -1.1551], [-0.5831, -0.3996, -7.0333], [-3.5862, -2.8258, 2.4994], [-3.6856, -4.3025, -0.6613], [-3.0212, 5.2147, -0.3925], [-5.4026, 4.4297, -0.3051], [-0.1951, 0.2854, -3.7700], [0.0201, -2.0706, -1.2460], [-5.2232, 2.6919, -0.4300], [0.0823, 3.2772, -0.4048], [0.9018, -0.2525, 4.2327], [0.3121, 0.6559, 4.2556], [4.9717, 0.5022, 6.9612], [-1.2223, 2.9678, 4.3318], [6.8498, 0.8418, -1.3083], [-1.5517, 5.0660, -0.0599], [1.3112, -2.2510, 2.2075], [-2.7213, 0.0889, -3.1693], [4.3471, -1.2607, 6.1077], [-1.3848, 5.0187, 1.0249], [-2.6269, -0.6740, 1.7641], [-0.8779, 0.2009, -1.0865], [-0.2983, -3.6173, 2.6494], [0.6967, 3.2322, -5.1135], [3.1509, -2.2269, 0.9757], [-3.1702, 5.7615, -1.3326], [-4.7998, -1.4927, -0.0704], [3.8123, -1.8112, 5.0174], [-2.0943, -4.7266, 3.0482], [-2.3246, -1.1194, -1.5489], [-0.9401, 5.8722, -0.4657], [-2.6146, -2.3431, -1.2790], [0.1841, 1.9739, -7.2232], [4.5402, 0.0558, 6.0701], [-0.2736, -3.1117, -1.3095], [2.2979, 2.6767, -1.7462], [-0.9901, 2.3206, 3.1224], [3.6526, -2.8850, 5.0532], [-0.2160, 1.1658, 3.0693], [-0.6770, 2.4607, 5.4996], [3.4635, -1.0982, 3.8822], [0.0376, 0.3488, 1.4493], [3.1129, 1.4557, 2.1790], [3.9481, -4.4951, 0.3387], [-2.3096, 1.7844, -1.1956], [0.2383, -2.3937, 2.2664], [-0.8526, 2.9614, 6.4440], [-1.7726, -5.1917, -0.1056], [0.3613, 2.2044, -5.0893], [3.5407, -4.2101, -1.7482], [-0.4669, -0.3490, -4.8878], [-0.5884, -1.3224, 1.9487], [0.3614, -4.4420, 2.8946], [0.4232, 2.0605, -2.9493], [1.9870, 0.0095, -0.5995], [4.7570, 0.4763, -1.0420], [0.8319, 3.9732, -0.7876], [-2.2179, -4.5938, -0.9015], [-3.8938, -4.2635, 0.4142], [0.3567, -3.6751, -0.6225], [0.0750, 1.5050, -6.2537], [-1.0503, -2.1544, -4.7353], [-1.4205, 2.7158, 2.2077], [3.5705, -3.8171, -0.4179], [-2.3673, 3.0186, -0.8367], [4.2140, 0.8601, 4.9877], [3.6637, 0.2772, 3.8523], [-3.5840, 5.7194, 0.3925], [0.2502, 3.1508, 0.6702], [-3.8567, -2.9739, -1.2545], [-5.7221, -2.9741, -0.3530], [3.1252, -2.5514, -0.0571], [-0.0958, -3.4577, -2.3350], [3.2927, 2.2654, -1.6525], [-5.0803, 3.7094, -1.8828], [-4.2713, 1.5922, -2.0194], [-2.0565, -5.1071, -1.8596], [-3.4501, 3.8301, -0.5141], [-3.5338, 1.0259, -1.4497], [6.5221, 3.1328, -2.1807], [4.2322, 4.0446, -2.4008], [0.5168, 0.8992, 6.3704], [-1.6578, -3.2605, -0.9283], [0.2265, 2.3107, -0.8754], [0.0900, 1.3009, 5.4597], [2.6430, -1.6650, -1.0110], [5.6667, 2.5317, -1.8981], [3.8862, -5.1962, -2.0334], [-3.2268, -0.2286, -2.2514], [-1.6745, -3.7783, 2.7339], [3.0679, -3.3289, -2.7143], [3.0212, -1.6023, 3.0326], [-0.3507, 0.1931, -6.1614], [-4.8545, 3.6368, -0.8137], [-2.5102, -2.7115, 2.4247], [4.9126, -0.5225, -0.6558], [-5.0439, -2.2575, -0.8144], [-1.2314, 3.8032, -0.6924], [3.0407, -3.6266, -3.7559], [-3.9960, 0.7238, -0.5001], [4.3845, 3.0422, -2.0187]], "mulliken_charge": [-0.477, 0.366, -0.587, 0.387, -0.784, 0.385, -0.347, 0.276, 0.628, -0.220, 0.446, -0.084, 0.448, 0.525, -0.694, -0.828, 0.332, 0.181, -0.015, 0.320, -0.094, 0.537, -0.814, 0.363, -0.624, 0.409, -0.552, 0.423, 0.146, -0.663, 0.212, 0.304, 2.929, -1.038, 0.478, 0.389, 0.361, 0.247, -0.621, 0.417, -0.054, 0.369, -0.794, 0.407, -0.364, -1.368, 0.029, -0.459, 0.391, 0.093, -0.655, -0.257, 0.364, 0.432, 0.428, -0.102, -0.055, 0.375, 0.387, -1.221, -0.671, 0.340, 0.442, 0.432, 0.820, 1.549, -0.374, 0.443, -0.802, 0.331, 0.527, -0.349, -0.078, 0.238, -0.635, -0.004, -0.520, 0.127, 0.444, 0.327, -0.019, 0.459, -0.117, 0.325, 0.235, 0.348, 0.497, 0.347, 0.016, -0.910, 0.376, 0.419, 0.453, 1.075, -0.964, -0.726, -0.299, -0.511, 0.352, -1.290, -0.803, -0.526, 0.659, -0.788, -1.015, -0.617, 0.407, -1.129, 0.268, 0.436, 0.369, -0.928], "fmax_ev_per_a": 0.55, "gap_ev": 6.31, "mol_weight_g_mol": 1005.382, "e_tot_ev": -157622.7454, "homo_ha": -0.22567}

Entry 4:
{"formula": "C7H13N2", "method": "wB97M-V/def2-TZVPD", "species": ["H", "C", "H", "H", "H", "N", "H", "C", "H", "C", "H", "H", "C", "H", "N", "H", "C", "H", "H", "C", "C", "H"], "xyz": [[1.9682, -0.8655, -0.8332], [-0.4585, -0.5726, 0.7647], [-3.2853, -0.5979, 2.4402], [-1.4979, 3.2167, -1.3657], [2.4968, -2.9050, -1.5443], [0.3313, -1.2815, 0.2715], [-3.1651, -0.3379, 0.5232], [-2.7978, -0.1603, 1.5928], [0.7282, -2.5807, -2.0469], [1.4451, -2.7615, -1.2655], [1.1017, 1.7321, -1.6899], [1.2253, -3.8499, -0.8916], [-0.8757, 2.2480, -1.4673], [-2.0350, 1.9273, 0.8729], [-1.3491, -0.0844, 1.5310], [-1.2589, 1.3147, -1.8023], [1.6072, -1.7094, -0.1804], [-1.9985, 1.5774, 2.6356], [0.9034, 3.4515, -1.0563], [-2.1455, 1.1546, 1.6446], [0.4230, 2.5762, -1.4511], [2.1528, -1.9940, 0.7469]], "nbo_charge": [0.252, 0.758, 0.257, 0.218, 0.241, -0.272, 0.230, -0.186, 0.239, -0.627, 0.172, 0.230, -0.460, 0.259, -0.445, 0.203, -0.250, 0.236, 0.218, -0.186, -0.344, 0.257], "fmax_ev_per_a": 4.41, "gap_ev": 9.85, "total_charge": 1, "mol_weight_g_mol": 125.195, "e_tot_ev": -10438.8871, "homo_ha": -0.49941}